{"formula": "C2H3N3O", "method": "ωB97M-V/def2-TZVPD", "gap_ev": 10.3, "relative_energy_kcal_mol": 25.6, "energy_ev": -8639.384, "symbols": ["N", "N", "H", "H", "C", "O", "H", "N", "C"], "xyz": [[0.340, 0.334, 1.316], [-0.078, 0.417, -0.925], [0.264, -1.634, -1.126], [-0.831, 0.951, -1.376], [0.325, -0.852, 0.804], [-0.469, 2.299, 0.207], [0.616, -1.751, 1.347], [-0.109, -0.925, -0.501], [-0.057, 1.161, 0.254]]}

---

{"formula": "C2H3N3O", "method": "ωB97M-V/def2-TZVPD", "gap_ev": 10.0, "relative_energy_kcal_mol": 60.1, "energy_ev": -8637.888, "symbols": ["N", "C", "H", "O", "N", "H", "N", "C", "H"], "xyz": [[0.696, -0.646, -1.022], [0.380, 0.743, 0.710], [-1.521, -0.076, 1.175], [-1.400, -1.641, -1.029], [1.295, 0.454, -0.173], [1.214, 0.354, -1.514], [-0.711, -0.040, 0.569], [-0.577, -0.867, -0.595], [0.507, 1.497, 1.481]]}

---

{"formula": "C2H3N3O", "method": "ωB97M-V/def2-TZVPD", "gap_ev": [6.1, 8.5], "relative_energy_kcal_mol": 68.7, "spin_multiplicity": 3, "energy_ev": -8632.413, "s_squared": 2.0140, "symbols": ["C", "H", "N", "N", "N", "H", "O", "C", "H"], "xyz": [[0.234, 0.080, -1.018], [0.514, 0.097, -2.072], [-1.004, -1.081, 0.464], [0.680, 0.875, -0.129], [-0.639, -0.904, -0.690], [-1.877, -1.704, 2.362], [1.588, 1.834, -0.595], [-1.326, -1.536, 1.486], [1.830, 2.338, 0.193]]}